No. 1
# C37H76BClNO19S9

8 unconnected molecules or ions with the total composition C37H76BClNO19S9 (ωB97M-V/def2-TZVPD, OMol25).

Output
ΔE to the lowest compared entry with this formula, charge and spin ... 19.7 kcal/mol
Total charge ... -1
Frontier orbital gap ... 0.2067 Eh
HOMO energy ... -4.0 eV

CARTESIAN COORDINATES (ANGSTROEM)
1 N 0.352 1.089 3.774
2 C 0.098 -0.023 2.857
3 C -1.384 -0.322 2.682
4 O -1.593 -1.702 2.460
5 C -2.087 0.572 1.664
6 C -1.356 0.958 0.403
7 S -0.569 -0.426 -0.538
8 C -2.488 1.373 -0.628
9 O -1.888 2.249 -1.501
10 B -0.522 2.574 -0.943
11 C -0.111 4.148 -1.118
12 C 1.412 4.410 -1.137
13 C 1.945 5.271 -2.315
14 C 3.292 4.820 -2.848
15 S 4.694 4.994 -1.755
16 O 5.608 5.932 -2.302
17 O 5.268 3.711 -1.554
18 Cl 4.102 5.778 0.033
19 O -0.687 2.134 0.463
20 H 0.615 0.753 4.680
21 H -0.476 1.637 3.927
22 H 0.624 0.108 1.931
23 H 0.508 -0.899 3.322
24 H -1.842 -0.130 3.637
25 H -1.037 -2.007 1.737
26 H -3.007 0.084 1.392
27 H -2.361 1.478 2.176
28 H 0.735 -0.185 -0.365
29 H -3.329 1.868 -0.153
30 H -2.867 0.458 -1.095
31 H 0.327 1.957 -1.580
32 H -0.519 4.721 -0.296
33 H -0.517 4.573 -2.020
34 H 1.962 3.482 -1.090
35 H 1.611 4.988 -0.256
36 H 1.974 6.312 -2.034
37 H 1.314 5.214 -3.195
38 H 3.526 5.387 -3.729
39 H 3.204 3.788 -3.122
40 C 0.312 2.107 -7.382
41 C -1.118 1.958 -6.850
42 C -1.117 2.410 -5.382
43 S 0.204 3.608 -5.236
44 O 1.238 3.086 -4.385
45 O -0.346 4.936 -5.030
46 C 0.779 3.485 -6.929
47 H 0.357 2.006 -8.466
48 H 0.945 1.336 -6.948
49 H -1.790 2.594 -7.434
50 H -1.473 0.934 -6.941
51 H -2.049 2.880 -5.089
52 H -0.892 1.594 -4.699
53 H 1.859 3.611 -6.956
54 H 0.294 4.277 -7.501
55 C 0.432 9.807 -3.753
56 C 0.036 8.708 -4.749
57 C -0.641 7.583 -3.955
58 S -1.380 8.368 -2.518
59 O -0.717 7.901 -1.329
60 O -2.818 8.350 -2.632
61 C -0.790 10.025 -2.869
62 H 0.728 10.726 -4.258
63 H 1.275 9.470 -3.147
64 H -0.664 9.118 -5.480
65 H 0.898 8.331 -5.297
66 H -1.415 7.086 -4.525
67 H 0.077 6.854 -3.603
68 H -0.569 10.536 -1.936
69 H -1.579 10.549 -3.406
70 C 2.405 -4.563 -3.110
71 C 2.751 -3.120 -2.721
72 C 2.513 -2.241 -3.957
73 S 1.236 -3.065 -4.915
74 O 1.799 -3.495 -6.175
75 O 0.020 -2.291 -4.869
76 C 1.070 -4.485 -3.843
77 H 2.341 -5.208 -2.240
78 H 3.173 -4.964 -3.777
79 H 2.097 -2.799 -1.909
80 H 3.776 -3.030 -2.370
81 H 2.166 -1.245 -3.691
82 H 3.400 -2.171 -4.582
83 H 0.849 -5.368 -4.438
84 H 0.256 -4.283 -3.151
85 C -2.201 -7.804 0.366
86 C -2.564 -7.424 -1.076
87 C -2.164 -5.956 -1.277
88 S -0.799 -5.653 -0.148
89 O -1.219 -4.696 0.837
90 O 0.417 -5.467 -0.903
91 C -0.785 -7.280 0.592
92 H -2.261 -8.877 0.529
93 H -2.888 -7.324 1.059
94 H -2.009 -8.058 -1.771
95 H -3.624 -7.570 -1.277
96 H -1.835 -5.753 -2.292
97 H -2.968 -5.276 -1.007
98 H -0.515 -7.197 1.641
99 H -0.047 -7.881 0.061
100 C 0.198 -0.350 9.335
101 C -1.030 -1.267 9.245
102 C -1.756 -0.936 7.933
103 S -0.495 -0.330 6.803
104 O -0.769 1.056 6.529
105 O -0.283 -1.293 5.762
106 C 0.866 -0.413 7.964
107 H 0.879 -0.661 10.125
108 H -0.120 0.673 9.546
109 H -0.706 -2.309 9.235
110 H -1.692 -1.140 10.101
111 H -2.228 -1.810 7.493
112 H -2.489 -0.144 8.066
113 H 1.552 0.408 7.776
114 H 1.369 -1.367 7.811
115 C 5.689 2.124 1.703
116 C 6.455 1.441 2.845
117 C 6.079 -0.046 2.825
118 S 5.657 -0.431 1.118
119 O 4.263 -0.782 1.061
120 O 6.668 -1.298 0.559
121 C 5.869 1.227 0.485
122 H 6.056 3.130 1.511
123 H 4.629 2.195 1.957
124 H 7.528 1.551 2.679
125 H 6.226 1.890 3.811
126 H 6.901 -0.684 3.137
127 H 5.201 -0.250 3.435
128 H 5.142 1.418 -0.299
129 H 6.879 1.299 0.085
130 C -5.734 -6.855 4.809
131 C -6.924 -6.568 3.882
132 C -6.677 -7.329 2.572
133 S -5.674 -8.757 3.004
134 O -4.383 -8.616 2.377
135 O -6.452 -9.960 2.855
136 C -5.507 -8.363 4.741
137 H -5.927 -6.527 5.828
138 H -4.850 -6.327 4.447
139 H -7.844 -6.926 4.348
140 H -7.044 -5.503 3.698
141 H -7.600 -7.675 2.115
142 H -6.113 -6.731 1.860
143 H -4.524 -8.671 5.088
144 H -6.283 -8.907 5.277

Cartesian forces (eV/Å) of the 2 atoms listed first:
0.43 0.45 -0.46
-0.07 0.11 0.91

Löwdin population analysis, charges in e, atoms 1 to 8: atom 1 (N): 0.03, atom 2 (C): -0.22, atom 3 (C): -0.39, atom 4 (O): -0.06, atom 5 (C): -0.11, atom 6 (C): -0.76, atom 7 (S): 0.84, atom 8 (C): -0.28

=====

No. 2
# C37H77Br4N3O21

11 unconnected molecules or ions with the total composition C37H77Br4N3O21 (ωB97M-V/def2-TZVPD, OMol25).

Output
SMILES string ... CCOC(=O)OC.CCOC(=O)OC.CCOC(=O)OC.CCOC(=O)OC.CCOC(=O)OC.CCOC(=O)OC.CN(C)C=O.CN(C)C=O.CN(C)C=O.BrCCBr.BrCCBr
Total charge ... 0
Frontier orbital gap ... 0.3391 Eh
HOMO energy ... -9.1 eV

CARTESIAN COORDINATES (ANGSTROEM)
1 C -29.619 10.719 2.137
2 C -29.540 9.152 2.124
3 O -30.784 8.613 1.696
4 C -30.900 8.295 0.388
5 O -30.096 8.580 -0.466
6 O -32.062 7.718 0.255
7 C -32.391 7.217 -1.006
8 H -29.756 11.259 1.200
9 H -28.739 11.224 2.534
10 H -30.469 10.954 2.777
11 H -29.377 8.900 3.172
12 H -28.755 8.720 1.504
13 H -33.172 6.501 -0.751
14 H -31.639 6.640 -1.543
15 H -32.728 7.999 -1.686
16 C -21.555 18.020 6.004
17 C -20.285 18.838 5.898
18 O -20.757 20.181 5.681
19 C -19.911 21.096 5.039
20 O -18.693 21.010 4.812
21 O -20.636 22.182 4.772
22 C -20.028 23.468 4.541
23 H -21.333 16.952 6.002
24 H -22.319 18.260 5.265
25 H -21.949 18.110 7.017
26 H -19.647 18.344 5.164
27 H -19.745 18.791 6.843
28 H -19.592 23.595 3.550
29 H -19.300 23.824 5.270
30 H -20.761 24.274 4.585
31 C -28.210 17.098 14.717
32 C -29.338 16.034 14.353
33 O -29.312 15.497 13.038
34 C -28.291 14.682 12.636
35 O -27.240 14.393 13.227
36 O -28.603 14.347 11.322
37 C -27.743 13.602 10.499
38 H -28.602 17.715 15.526
39 H -27.988 17.826 13.936
40 H -27.230 16.688 14.960
41 H -30.367 16.373 14.479
42 H -29.185 15.181 15.014
43 H -27.731 12.561 10.821
44 H -26.688 13.850 10.610
45 H -28.033 13.589 9.448
46 C -24.161 15.216 7.687
47 C -24.511 13.830 8.256
48 O -25.133 12.916 7.371
49 C -26.401 13.013 6.881
50 O -27.158 13.952 6.842
51 O -26.639 11.847 6.253
52 C -27.820 11.674 5.506
53 H -25.049 15.744 7.338
54 H -23.333 15.183 6.979
55 H -23.859 15.728 8.600
56 H -25.002 14.025 9.209
57 H -23.549 13.335 8.387
58 H -28.641 11.222 6.062
59 H -27.624 10.914 4.750
60 H -28.096 12.639 5.081
61 C -30.997 14.202 4.707
62 C -30.208 15.424 4.250
63 O -30.343 16.426 5.190
64 C -31.059 17.535 5.008
65 O -31.628 17.855 3.964
66 O -31.024 18.146 6.172
67 C -31.634 19.397 6.391
68 H -32.060 14.378 4.871
69 H -30.736 13.787 5.680
70 H -30.960 13.487 3.885
71 H -30.669 15.750 3.318
72 H -29.133 15.260 4.177
73 H -31.913 19.595 7.426
74 H -32.542 19.334 5.791
75 H -30.999 20.226 6.078
76 C -19.985 13.395 7.925
77 C -20.351 11.961 7.691
78 O -19.701 11.558 6.490
79 C -20.391 11.503 5.374
80 O -21.599 11.579 5.274
81 O -19.535 11.019 4.418
82 C -20.159 10.681 3.201
83 H -20.495 13.977 7.157
84 H -18.934 13.670 7.833
85 H -20.353 13.643 8.920
86 H -21.438 11.949 7.775
87 H -19.948 11.340 8.491
88 H -20.363 11.526 2.544
89 H -21.119 10.166 3.241
90 H -19.478 10.017 2.669
91 C -20.928 18.480 10.767
92 N -20.971 17.055 10.670
93 C -19.626 16.481 10.512
94 C -22.108 16.410 10.793
95 O -22.205 15.221 10.597
96 H -21.910 18.942 10.665
97 H -20.423 19.005 9.956
98 H -20.604 18.860 11.736
99 H -19.187 16.865 9.592
100 H -19.039 16.762 11.386
101 H -19.684 15.397 10.404
102 H -22.920 17.137 10.947
103 C -29.352 16.274 8.777
104 N -29.277 17.264 9.858
105 C -28.059 18.069 9.832
106 C -30.315 17.539 10.654
107 O -30.366 18.378 11.510
108 H -28.340 15.904 8.613
109 H -29.786 16.703 7.874
110 H -29.975 15.441 9.104
111 H -28.089 18.763 8.992
112 H -27.959 18.725 10.697
113 H -27.177 17.482 9.576
114 H -31.120 16.818 10.442
115 C -25.573 8.650 7.788
116 N -24.447 8.175 7.044
117 C -23.288 9.109 7.010
118 C -24.474 7.125 6.166
119 O -23.562 6.755 5.424
120 H -25.849 9.635 7.412
121 H -25.156 8.809 8.783
122 H -26.358 7.902 7.903
123 H -22.697 9.171 7.924
124 H -22.563 8.850 6.239
125 H -23.613 10.129 6.803
126 H -25.414 6.555 6.219
127 Br -23.210 13.944 14.307
128 C -23.150 12.759 12.753
129 C -24.291 13.095 11.840
130 Br -24.622 11.644 10.582
131 H -23.312 11.758 13.154
132 H -22.254 12.979 12.172
133 H -24.177 14.054 11.334
134 H -25.178 13.075 12.473
135 Br -25.747 9.268 2.037
136 C -24.722 9.727 3.684
137 C -24.548 11.271 3.763
138 Br -23.285 11.842 2.281
139 H -23.888 9.030 3.753
140 H -25.335 9.414 4.528
141 H -24.175 11.668 4.707
142 H -25.540 11.690 3.594

Cartesian forces (eV/Å) of the 2 atoms listed first:
-0.03 -0.36 -0.12
0.49 1.78 -0.39

Löwdin population analysis, charges in e, atoms 1 to 8: atom 1 (C): -0.06, atom 2 (C): -0.21, atom 3 (O): 0.02, atom 4 (C): -0.60, atom 5 (O): 0.13, atom 6 (O): 0.02, atom 7 (C): -0.06, atom 8 (H): 0.08